# 1
{
  "formula": "C2H2N6",
  "method": "ωB97M-V/def2-TZVPD",
  "homo_lumo_gap_ha": 0.31108,
  "e_tot_ha": -405.7166,
  "smiles": "[H]/N=c1/nncnnn1",
  "fmax_ha_per_bohr": 0.23047,
  "e_above_lowest_kcal_mol": 87.5,
  "charge": 0,
  "homo_energy_ev": -9.5,
  "symbols": ["C", "C", "H", "H", "N", "N", "N", "N", "N", "N"],
  "coordinates": [[1.013, 0.028, -0.201], [-1.538, -0.527, 0.396], [2.551, 0.322, 0.861], [-1.932, -1.136, 1.215], [2.188, -0.327, 0.359], [0.167, -0.755, -1.094], [-0.889, -1.198, -0.734], [-1.303, 0.745, 0.413], [-0.760, 1.490, -0.568], [0.504, 1.358, -0.649]],
  "atomic_forces_ev_per_a": [[3.3, 0.5, 0.9], [3.5, 0.5, -0.9], [3.1, 6.0, 3.8], [-0.4, 0.6, -0.4], [-8.8, -4.9, -6.3], [4.3, -1.3, 0.2], [-4.2, -0.2, 0.9], [-2.7, -1.3, 0.7], [2.6, -0.2, 1.3], [-0.8, 0.2, -0.3]]
}

***

# 2
{
  "formula": "C31H36MnN4O3PS",
  "method": "ωB97M-V/def2-TZVPD",
  "homo_lumo_gap_ha": [0.24619, 0.29599],
  "e_tot_ha": -3537.9826,
  "spin_multiplicity": 2,
  "fmax_ha_per_bohr": 0.05403,
  "e_above_lowest_kcal_mol": 0.0,
  "charge": 1,
  "s2": 0.984,
  "homo_energy_ev": [-10.9, -10.9],
  "symbols": ["Mn", "N", "C", "O", "C", "C", "H", "H", "H", "H", "H", "H", "C", "C", "C", "C", "C", "C", "C", "S", "O", "O", "N", "C", "C", "C", "C", "C", "N", "H", "H", "H", "H", "H", "H", "H", "H", "H", "H", "H", "N", "C", "C", "C", "C", "C", "C", "C", "C", "C", "C", "C", "C", "C", "H", "H", "H", "H", "H", "H", "H", "H", "H", "H", "C", "P", "C", "C", "H", "H", "H", "H", "H", "H", "H", "H", "H"],
  "coordinates": [[0.560, -0.439, 0.056], [-1.822, 2.348, 2.098], [-1.140, 1.604, 1.227], [-0.789, 0.446, 1.505], [-0.795, 2.162, -0.118], [0.560, 1.577, -0.530], [-2.074, 1.960, 2.992], [-2.123, 3.278, 1.869], [-0.803, 3.255, -0.128], [-1.571, 1.811, -0.806], [1.349, 2.030, 0.076], [0.747, 1.828, -1.574], [1.429, 5.880, 3.141], [1.817, 4.453, 2.871], [1.167, 3.397, 3.507], [1.562, 2.087, 3.293], [2.615, 1.832, 2.430], [3.271, 2.863, 1.777], [2.865, 4.168, 1.995], [3.170, 0.164, 2.232], [3.435, -0.379, 3.530], [4.243, 0.171, 1.274], [1.889, -0.582, 1.525], [1.215, -1.648, 2.058], [1.239, -2.162, 3.368], [0.420, -3.228, 3.657], [-0.428, -3.763, 2.681], [-0.418, -3.193, 1.434], [0.397, -2.178, 1.119], [0.585, 5.941, 3.826], [1.172, 6.397, 2.215], [2.267, 6.415, 3.589], [0.354, 3.608, 4.192], [1.071, 1.264, 3.800], [4.097, 2.630, 1.117], [3.375, 4.982, 1.494], [1.888, -1.723, 4.104], [0.428, -3.648, 4.655], [-1.077, -4.599, 2.892], [-1.058, -3.557, 0.638], [-0.766, -0.831, -1.073], [-1.804, -1.192, -1.669], [-2.935, -0.212, -1.748], [-3.638, 0.102, -0.590], [-4.688, 1.006, -0.640], [-5.025, 1.611, -1.843], [-4.304, 1.318, -2.993], [-3.260, 0.407, -2.951], [-1.962, -2.546, -2.256], [-3.133, -2.920, -2.915], [-3.263, -4.199, -3.432], [-2.235, -5.119, -3.290], [-1.071, -4.761, -2.620], [-0.938, -3.487, -2.104], [-3.360, -0.370, 0.345], [-5.244, 1.238, 0.259], [-5.853, 2.306, -1.891], [-4.553, 1.800, -3.929], [-2.697, 0.175, -3.847], [-3.943, -2.213, -3.024], [-4.175, -4.483, -3.940], [-2.342, -6.117, -3.693], [-0.276, -5.486, -2.500], [-0.045, -3.200, -1.560], [3.235, -2.117, -1.155], [2.205, -0.662, -1.530], [3.446, 0.643, -1.778], [1.614, -0.886, -3.244], [3.899, -2.339, -1.991], [2.621, -2.988, -0.929], [3.828, -1.858, -0.277], [4.098, 0.321, -2.590], [4.021, 0.763, -0.868], [2.975, 1.588, -2.049], [2.461, -1.062, -3.905], [1.107, 0.032, -3.544], [0.909, -1.712, -3.317]],
  "atomic_forces_ev_per_a": [[-1.9, 1.2, -1.7], [-0.1, -0.1, 0.0], [-0.1, 0.3, -0.2], [0.4, -0.4, -0.1], [0.3, -0.3, 0.0], [0.3, -0.2, 0.4], [0.0, 0.0, 0.0], [0.0, 0.0, 0.0], [0.0, 0.0, 0.0], [0.0, 0.1, 0.1], [0.0, 0.0, -0.1], [0.0, -0.3, 0.0], [0.1, -0.1, 0.0], [0.0, 0.0, 0.0], [0.0, 0.0, 0.0], [-0.1, 0.0, 0.1], [0.1, -0.2, 0.0], [0.1, 0.0, -0.1], [-0.1, 0.0, 0.1], [-0.1, 0.1, -0.5], [-0.2, -0.1, 0.1], [-0.1, 0.1, -0.1], [0.3, 0.1, 0.3], [0.0, -0.6, 0.8], [-0.1, 0.0, -0.1], [0.0, 0.1, -0.1], [0.0, 0.0, 0.0], [-0.3, -0.1, -0.1], [0.7, 0.3, 0.6], [0.0, 0.0, 0.0], [0.0, 0.0, 0.0], [0.0, 0.0, 0.0], [0.0, 0.0, 0.0], [0.0, 0.0, 0.0], [0.0, 0.0, 0.0], [0.0, 0.0, 0.0], [0.0, 0.0, 0.1], [0.0, 0.0, 0.0], [0.0, 0.0, 0.0], [0.0, 0.0, 0.0], [1.0, 0.2, 0.7], [-0.3, -0.1, -0.3], [0.0, 0.1, 0.0], [0.0, -0.1, 0.1], [0.0, 0.0, 0.0], [0.0, 0.0, 0.0], [0.0, 0.1, -0.1], [0.1, -0.1, 0.1], [0.1, -0.4, 0.0], [0.1, 0.2, 0.1], [0.0, -0.1, 0.0], [-0.1, 0.0, 0.0], [0.0, -0.1, 0.0], [0.0, 0.2, 0.0], [0.0, 0.0, 0.0], [0.0, 0.0, 0.0], [0.0, 0.0, 0.0], [0.0, 0.0, 0.0], [0.0, 0.0, 0.0], [0.0, 0.0, 0.0], [0.0, 0.0, 0.0], [0.0, 0.0, 0.0], [0.0, 0.0, 0.0], [0.0, 0.0, 0.0], [-0.2, 0.2, 0.1], [0.2, -0.1, -0.4], [-0.2, 0.0, 0.1], [-0.2, 0.0, 0.4], [0.0, 0.0, 0.0], [0.0, 0.0, 0.0], [0.0, -0.1, 0.0], [0.0, 0.0, 0.0], [0.1, 0.1, 0.1], [0.0, 0.0, 0.0], [0.0, 0.0, 0.0], [0.0, 0.0, -0.1], [0.0, 0.0, 0.0]]
}

***

# 3
{
  "formula": "C3H3I",
  "method": "ωB97M-V/def2-TZVPD",
  "homo_lumo_gap_ha": [0.23297, 0.23428],
  "e_tot_ha": -413.4874,
  "fmax_ha_per_bohr": 0.08724,
  "e_above_lowest_kcal_mol": 144.0,
  "charge": 0,
  "homo_energy_ev": [-7.8, -7.8],
  "symbols": ["C", "C", "C", "I", "H", "H", "H"],
  "coordinates": [[0.303, 0.344, 0.039], [-2.000, 1.294, 0.393], [1.168, -0.622, -0.062], [-3.109, -0.351, 0.060], [0.432, 1.467, 0.040], [2.321, -0.405, -0.399], [0.885, -1.727, -0.071]],
  "atomic_forces_ev_per_a": [[-1.6, 4.1, 0.6], [2.2, -1.7, -0.3], [1.8, -1.7, -1.3], [-0.4, -0.1, 0.0], [0.6, -1.8, -0.2], [-2.9, -0.4, 1.1], [0.4, 1.5, 0.2]]
}